# 1
# C22H35NO6

2 unconnected molecules or ions with the total composition C22H35NO6 in a non-equilibrium geometry (the ωB97M-V functional and the def2-TZVPD basis, the OMol25 dataset).

Atoms and positions in Å:
H 2.31 0.52 2.40
O -2.66 -1.75 -0.82
H -2.92 -2.51 1.10
H 3.70 -0.70 -0.78
H -1.87 1.71 2.01
C -1.77 0.91 2.73
H -2.52 -1.06 2.99
C -3.70 2.54 -2.88
C -1.26 -3.81 -0.68
H 6.33 -1.52 -0.66
H 5.17 1.77 -0.09
H 0.95 -4.49 0.26
H -0.10 0.57 0.55
C -6.23 3.69 -2.35
H 0.42 1.95 1.52
C 2.74 0.90 0.33
O -1.74 -2.59 -2.68
C -4.21 2.71 -1.47
H -0.39 -0.76 2.56
C -5.52 3.32 -1.28
H -5.87 3.45 -0.27
C 6.95 -1.19 0.16
C 6.88 -2.27 1.25
C 3.94 -0.03 0.04
O -3.51 2.33 -0.56
H 0.22 0.54 3.54
H -1.88 1.37 3.71
C -5.73 3.50 -3.76
H 6.02 0.00 1.69
H 7.99 -1.09 -0.14
O -7.43 4.26 -2.26
H 7.25 -1.90 2.20
H 3.14 1.87 0.61
H -2.98 0.48 0.47
H -0.99 -3.57 0.34
H -2.21 1.80 -2.06
C -0.36 0.33 2.64
H -2.00 -4.62 -0.62
C 6.40 0.16 0.68
N 1.05 -4.62 -0.75
C 1.86 0.33 1.43
C -3.24 -0.38 1.08
C -4.42 2.91 -3.94
H 7.42 -3.17 0.97
H 7.21 0.88 0.70
H 5.60 0.50 -1.24
H 2.16 1.05 -0.57
H -4.06 2.79 -4.96
H 1.81 -0.75 1.30
H 5.84 -2.54 1.39
C 5.28 0.70 -0.22
C 0.44 0.87 1.45
H -7.72 4.42 -3.18
H -0.03 -4.40 -2.44
C -2.52 -1.62 0.61
H -4.31 -0.56 1.02
O -6.46 3.86 -4.67
H 4.08 -0.66 0.91
C -1.89 -2.66 -1.46
O -2.50 1.99 -2.97
C -2.89 -0.12 2.57
H -1.47 -1.56 0.86
C -0.01 -4.31 -1.37
H -3.78 0.19 3.10

## Properties
Gap between HOMO and LUMO ... 8.2 eV
Strongest force on any atom ... 2.7 eV/A
LUMO level ... -1.5127 eV
SMILES string ... [H]/N=C\CC(=O)OCCCCCCCCCCCCC.O=C1C=C(O)C(=O)C=C1O
Highest occupied orbital energy ... -9.738 eV
Electronic energy ... -1365.44635 Eh
Net charge ... 0

Atom charges from the natural (NBO) analysis, given in e for atoms 1 to 6:
1. H 0.196
2. O -0.501
3. H 0.176
4. H 0.208
5. H 0.207
6. C -0.405

---

# 2
# C16H23AlBr24F3O5

A molecular structure, C16H23AlBr24F3O5 in a non-equilibrium geometry (the ωB97M-V functional and the def2-TZVPD basis, the OMol25 dataset).

Atoms and positions in Å:
C 3.81 4.93 -1.23
C -5.59 -0.14 2.70
H 0.46 2.09 -1.47
O 5.29 -0.89 -1.81
H 0.21 0.76 0.86
Al 2.28 3.67 -1.49
Br -7.24 -5.24 -9.14
H 3.03 1.36 4.52
Br -4.12 -0.86 3.70
H 3.91 -3.27 4.26
C 1.23 1.52 -0.90
Br 4.27 1.87 2.44
Br -9.51 -5.53 -6.94
C -7.96 -6.34 -7.75
C -3.12 1.74 -2.65
C 3.52 0.50 -1.38
Br 3.76 -9.55 7.66
Br -5.01 0.82 1.13
C 3.89 -7.74 8.31
C 2.89 8.62 -4.51
F -2.44 2.84 -2.47
H -1.14 -1.01 -0.37
C 4.23 -3.43 5.28
C 2.77 1.25 3.48
C -1.62 0.91 7.23
Br 2.43 -0.63 3.17
C 0.53 0.39 -0.13
F -4.43 2.09 -2.67
Br 1.90 9.75 -3.30
H 5.51 -1.57 -2.46
H -1.49 1.50 6.33
H -0.47 -0.36 -1.91
Br -3.18 -3.03 -5.24
H -7.20 -6.42 -6.97
H -4.67 -1.63 -6.64
H -3.75 0.71 -0.89
H 2.63 8.93 -5.51
Br -5.14 -0.67 -4.41
F -2.86 1.29 -3.88
Br -6.30 -3.29 -5.82
C -4.80 -2.08 -5.67
Br 4.79 8.90 -4.31
H 3.35 0.08 -0.37
Br -1.87 -0.92 6.70
Br 5.64 -7.37 9.03
Br -8.33 -8.13 -8.36
H 4.68 4.65 -1.85
Br 4.65 -5.31 5.45
Br 2.41 6.78 -4.31
Br 2.51 -7.35 9.59
H 3.75 -7.08 7.47
Br -0.03 1.13 8.30
Br -3.17 1.60 8.14
H 1.22 -0.46 0.02
H -6.10 0.56 3.34
C -0.73 -0.10 -0.86
O 2.55 2.31 -2.69
H 1.78 0.33 -2.67
Br 1.20 2.30 3.15
Br 2.77 -2.94 6.43
O -1.72 0.93 -0.82
O 3.97 -0.53 -2.27
C 2.23 1.11 -2.01
H 3.52 5.95 -1.54
H 4.28 1.29 -1.32
C -2.88 0.67 -1.56
H -2.83 -0.31 -2.08
Br -6.87 -1.52 2.24
O 1.93 2.49 -0.12
H 4.11 4.95 -0.16
Br 5.77 -2.33 5.58
H 0.88 4.47 -1.66

## Properties
Gap between HOMO and LUMO ... 6.0 eV
Strongest force on any atom ... 1.1 eV/A
LUMO level ... 0.9075 eV
Highest occupied orbital energy ... -5.114 eV
Electronic energy ... -63317.96266 Eh
Net charge ... -1

Atom charges from the Löwdin analysis, given in e for atoms 1 to 6:
1. C -0.203
2. C -1.635
3. H 0.112
4. O -0.053
5. H 0.079
6. Al 0.131

---

# 3
# C24H48FN3O9P2S2

5 unconnected molecules or ions with the total composition C24H48FN3O9P2S2 in a non-equilibrium geometry (the ωB97M-V functional and the def2-TZVPD basis, the OMol25 dataset).

Atoms and positions in Å:
H -0.07 -2.13 -0.47
C 0.92 2.49 -1.23
H 0.83 -3.43 4.70
N 4.59 0.03 -4.84
H -2.78 -1.91 3.52
H 3.44 1.98 0.86
C 3.33 2.31 -1.27
O -1.88 1.45 -5.06
H -3.70 -3.07 2.54
O -1.90 -2.55 -2.14
H -1.53 -4.11 3.20
H -4.56 -5.53 5.60
H -3.58 -4.51 4.57
H 0.93 -1.35 3.35
C 5.27 -1.54 -2.77
C 0.84 3.73 -2.11
C -5.69 -6.81 3.47
H -6.35 -6.71 2.61
H 2.60 9.60 -0.03
H 4.09 1.56 -1.51
S 1.22 -4.45 -1.54
C 0.20 -0.87 -3.51
C 0.60 7.07 0.70
H 0.86 6.09 1.11
H -1.43 6.97 1.41
H 4.55 3.23 0.26
H 0.93 9.79 0.50
H -7.10 -8.05 4.54
C 2.94 -1.18 -3.12
H -1.32 -3.29 -2.46
H 1.86 8.39 -2.07
H -2.83 -1.72 1.77
S -0.70 0.92 -5.81
C -6.53 -7.13 4.70
O 2.07 1.69 -1.47
H -5.01 -7.64 3.24
H 0.92 7.80 1.45
O -0.34 -2.61 2.39
H 2.23 -2.22 -0.28
H -2.40 -6.49 3.63
H 7.12 -1.38 -1.87
H 0.86 3.45 -3.16
H 0.35 -2.01 5.66
H 0.86 2.76 -0.17
H 6.84 -2.84 -2.63
H 6.66 -0.51 -4.32
H -1.21 6.38 -0.25
C 3.28 -0.30 -4.34
O 1.37 7.22 -0.48
H 1.47 10.58 -0.99
H -1.63 -3.87 1.46
C -4.03 -5.50 4.64
C -2.94 -6.55 4.58
H -0.77 -1.03 3.65
H 0.18 8.52 -1.58
H 2.82 3.57 0.43
O 0.02 2.11 -6.43
C 2.05 0.32 -5.14
H -5.92 -7.26 5.59
O -4.97 -5.59 3.57
C 5.55 -0.64 -4.02
F -1.10 -0.11 -7.08
C 3.54 2.80 0.15
H -7.23 -6.31 4.90
H 1.68 4.41 -1.93
C 0.56 0.06 -4.75
C -2.79 -2.46 2.57
O -2.49 -1.37 -4.39
N 6.40 -2.12 -2.02
C -0.90 7.14 0.48
O -2.19 0.17 -2.23
H -0.87 -3.14 5.07
N 3.95 -1.80 -2.30
C 0.07 -2.65 4.81
P -1.61 -1.19 -3.12
H 0.05 1.86 -1.43
P 1.12 -2.54 -1.16
H -0.08 4.28 -1.91
H -2.23 -6.40 5.40
H 2.28 0.99 -6.04
H -3.34 -7.56 4.67
H 3.47 3.13 -1.99
C 1.41 -1.45 -2.71
C -0.04 -1.83 3.54
C -1.56 -3.34 2.42
C 1.20 8.44 -1.19
H -3.16 0.01 -2.07
H -1.21 8.11 0.08
C 1.57 9.67 -0.38

## Properties
Gap between HOMO and LUMO ... 6.9 eV
Strongest force on any atom ... 6.2 eV/A
LUMO level ... -2.0580 eV
SMILES string ... Nc1cnc2cc(S(=O)(=O)F)c(P(=O)(O)O)c([PH2]=S)c2n1.CCOCC.CCOCC.CCOCC.CCOCC
Highest occupied orbital energy ... -8.974 eV
Electronic energy ... -3363.40338 Eh
Net charge ... 0

Atom charges from the Löwdin analysis, given in e for atoms 1 to 6:
1. H -0.010
2. C -0.264
3. H 0.084
4. N 0.093
5. H 0.069
6. H 0.082

---

# 4
# C4H14N2O3

3 unconnected molecules or ions with the total composition C4H14N2O3 in a non-equilibrium geometry (the ωB97M-V functional and the def2-TZVPD basis, the OMol25 dataset).

Atoms and positions in Å:
H 1.52 2.15 -1.01
N 1.85 1.20 -0.79
N 0.26 -1.89 -1.69
H -0.83 -1.85 1.64
H -1.32 2.52 -1.38
H -0.36 0.54 0.87
H 0.15 -2.80 -1.47
H -1.56 0.32 -0.37
H -2.12 -1.15 1.39
O 0.31 -0.95 2.72
C 0.86 -1.09 -0.77
H -0.03 2.86 -0.32
H -1.61 2.49 0.43
C -0.94 2.26 -0.36
H 0.46 -1.27 3.54
H 1.08 -0.98 2.10
O -1.64 -1.97 1.21
C 0.64 0.43 -1.08
O 1.20 -1.63 0.27
H 2.05 1.17 0.12
H 0.29 -1.85 -2.72
H 0.36 0.72 -2.10
C -0.63 0.79 -0.22

## Properties
Gap between HOMO and LUMO ... 10.5 eV
Strongest force on any atom ... 5.5 eV/A
Energy relative to the best compared isomer or geometry (same formula, charge and spin) ... 152.2 kJ/mol
LUMO level ... 0.7959 eV
SMILES string ... CC[C@@H](N)C(N)=O.O.O
Highest occupied orbital energy ... -9.667 eV
Electronic energy ... -496.01258 Eh
Net charge ... 0

Atom charges from the natural (NBO) analysis, given in e for atoms 1 to 6:
1. H 0.349
2. N -0.792
3. N -0.810
4. H 0.487
5. H 0.199
6. H 0.213

---

# 5
# C10H21N4O3

A gas-phase ion, C10H21N4O3 (charge +1) in a non-equilibrium geometry (the ωB97M-V functional and the def2-TZVPD basis, the OMol25 dataset).

Atoms and positions in Å:
H 0.70 4.47 -0.72
H 2.30 2.56 -0.24
C -3.07 -2.01 -1.54
H 3.61 -2.86 0.17
H 1.78 1.44 1.02
C 1.52 1.87 0.06
C -1.12 -1.26 1.48
H 1.94 -0.60 1.10
N -1.16 4.25 0.32
H 0.28 0.48 -1.09
N -1.62 3.26 1.01
H -0.74 1.23 2.80
N 0.30 2.68 0.29
H -3.31 -0.90 0.35
C -2.52 -1.18 -0.38
H 2.34 -2.78 1.36
H -2.30 -1.00 -3.02
H 1.83 -1.12 -1.64
C 2.30 -0.33 -1.06
H -0.34 -1.90 1.90
C 2.61 -2.48 0.35
C 2.62 -0.93 0.32
H 1.43 1.39 -2.00
O -0.49 -0.01 1.14
C -1.04 1.09 1.76
H -4.06 -1.61 -1.79
O -1.52 -1.89 0.33
H 1.86 -2.91 -0.31
C 1.31 0.85 -1.06
H 3.63 -0.61 0.59
H -3.13 -3.04 -1.21
H -2.14 -0.25 -0.82
N -0.75 2.32 0.99
O -2.21 -1.89 -2.65
H -2.12 1.00 1.76
H 3.19 -0.07 -1.62
C 0.03 3.89 -0.13
H -1.95 -1.14 2.19

## Properties
Gap between HOMO and LUMO ... 9.2 eV
Strongest force on any atom ... 1.9 eV/A
LUMO level ... -4.0402 eV
SMILES string ... CCCCCn1cnn[n+]1COCOCCO
Highest occupied orbital energy ... -13.209 eV
Electronic energy ... -838.01771 Eh
Net charge ... +1

Atom charges from the natural (NBO) analysis, given in e for atoms 1 to 6:
1. H 0.257
2. H 0.242
3. C -0.082
4. H 0.222
5. H 0.243
6. C -0.224

---

# 6
# C5H9NSi

C5H9NSi in the gas phase in a non-equilibrium geometry (the ωB97M-V functional and the def2-TZVPD basis, the OMol25 dataset).

Atoms and positions in Å:
H 0.03 1.88 2.17
H -2.74 -0.38 -0.01
H -1.35 -1.73 -1.48
H 3.03 -0.79 0.45
H 2.81 1.60 -0.08
C 0.42 0.56 0.37
C -0.58 -0.27 -0.31
H -2.50 1.50 1.57
C -0.34 -1.49 -1.06
N -1.80 0.10 0.19
C -0.35 1.33 1.34
C -1.66 1.06 1.16
H 0.39 -1.18 -1.89
Si 2.19 0.33 -0.15
H 0.21 -2.34 -0.64
H 2.25 -0.17 -1.64

## Properties
Gap between HOMO and LUMO ... 8.9 eV
Strongest force on any atom ... 4.2 eV/A
Energy relative to the best compared isomer or geometry (same formula, charge and spin) ... 64.7 kJ/mol
LUMO level ... 0.8775 eV
SMILES string ... Cc1[nH]ccc1[SiH3]
Highest occupied orbital energy ... -8.064 eV
Electronic energy ... -540.11365 Eh
Net charge ... 0

Atom charges from the natural (NBO) analysis, given in e for atoms 1 to 6:
1. H 0.221
2. H 0.417
3. H 0.214
4. H -0.163
5. H -0.173
6. C -0.557

---

# 7
# C28H24N3

2 unconnected molecules or ions with the total composition C28H24N3 in a non-equilibrium geometry (the ωB97M-V functional and the def2-TZVPD basis, the OMol25 dataset).

Atoms and positions in Å:
C -2.62 1.73 -0.68
H -4.69 3.77 -3.27
H -6.13 0.90 3.47
H 1.01 -2.64 4.71
H -2.86 2.21 -4.08
C -3.66 2.54 -0.21
C 4.04 -3.26 3.27
C -0.75 0.33 -3.45
H 3.25 3.26 5.00
C -5.64 -1.20 3.31
C 2.25 1.56 4.16
C 2.52 2.92 4.27
H 0.32 0.57 -3.50
C -4.60 -2.15 3.28
C 4.14 -2.12 2.46
C 0.90 3.37 2.52
H -2.46 -2.48 3.29
H 2.79 0.84 4.78
C 1.99 -1.32 3.31
C -0.45 -0.76 3.30
H -4.83 -3.22 3.25
C -1.56 0.07 3.36
C 0.54 2.02 2.50
C 1.23 1.09 3.30
H -6.67 -1.54 3.29
C -4.39 3.27 -1.17
H 2.12 4.89 3.47
C -2.93 -0.37 3.35
C 1.89 -2.49 4.09
H 0.41 4.06 1.83
C -4.00 0.58 3.41
C 2.94 -3.42 4.12
H 3.29 -0.19 1.98
H -1.28 0.89 -4.23
H -3.75 1.65 3.49
C 0.90 -0.33 3.29
C 1.87 3.83 3.42
C -3.27 -1.75 3.30
H -0.26 1.67 1.84
C -2.40 1.63 -2.06
H -0.91 -0.75 -3.62
N -1.64 0.96 -0.05
H 2.88 -4.28 4.79
N -0.90 0.38 -0.98
N -1.33 0.77 -2.20
H -5.19 3.93 -0.85
H 4.98 -2.00 1.77
C 3.17 -1.12 2.55
H -1.41 1.14 3.49
C -4.11 3.17 -2.55
H 4.83 -4.02 3.24
H -0.61 -1.84 3.29
H -3.86 2.58 0.85
C -3.11 2.33 -3.03
C -5.32 0.16 3.40

## Properties
Gap between HOMO and LUMO ... 6.0 eV
Strongest force on any atom ... 1.8 eV/A
Energy relative to the best compared isomer or geometry (same formula, charge and spin) ... 28.9 kJ/mol
LUMO level ... -5.0869 eV
Highest occupied orbital energy ... -11.059 eV
Electronic energy ... -1245.36921 Eh
Net charge ... +1

Atom charges from the natural (NBO) analysis, given in e for atoms 1 to 6:
1. C 0.036
2. H 0.231
3. H 0.236
4. H 0.223
5. H 0.224
6. C -0.201

---

# 8
# C25H58NO15P3S2

4 unconnected molecules or ions with the total composition C25H58NO15P3S2 in a non-equilibrium geometry (the ωB97M-V functional and the def2-TZVPD basis, the OMol25 dataset).

Atoms and positions in Å:
C -0.44 7.23 -10.10
H 3.90 -5.29 8.55
O -1.76 -0.04 -3.42
O 2.34 -2.10 6.17
H -0.74 0.05 0.59
H 1.63 6.78 -5.94
H -0.66 7.71 -11.06
H 6.57 -4.67 7.18
C 2.92 0.15 -3.95
H -0.85 -2.39 -2.04
P -1.26 5.43 -7.56
C -0.97 -0.95 4.09
H -5.76 -2.67 3.27
C -1.56 -2.15 3.30
H -0.75 -4.06 6.21
H -1.89 5.65 -10.32
C 0.31 -4.31 6.07
H 0.89 -1.11 3.03
C 6.21 -1.68 5.88
S -3.51 -3.51 1.99
O -3.70 0.98 4.10
O -2.62 4.90 -7.88
H 5.79 -1.16 6.74
O 2.49 -4.21 7.12
H 0.89 0.09 4.34
H -1.36 -3.08 3.85
H 1.37 1.39 -4.80
O 0.63 1.82 -2.56
C -2.02 2.14 -6.35
H 6.87 -2.46 6.27
H -0.96 -1.69 -4.42
H -2.99 -0.03 -0.52
H -3.68 -2.96 0.76
H 1.12 5.13 -5.78
O -4.99 1.04 2.17
H 1.51 -0.20 -5.53
C -5.43 -2.16 4.18
H 0.84 -3.07 7.73
H -2.61 4.09 -5.62
O -0.76 4.19 -6.59
H -5.78 -0.21 5.03
C -1.82 -2.35 -2.55
O -0.47 0.01 -1.42
H -1.24 3.38 -4.78
C -5.77 -0.64 4.02
H 0.62 7.36 -9.88
H 0.81 -4.78 8.11
H 5.22 -5.56 6.47
H -1.05 -2.18 2.33
C -2.47 0.90 -0.35
C 0.31 -0.29 3.49
H 4.43 -1.50 4.66
O 4.46 -3.32 8.11
H -0.99 7.76 -9.32
H -6.75 -0.42 3.59
H -2.31 2.22 -7.40
O 4.38 -3.29 5.70
O -0.06 6.40 -6.96
H -5.97 -2.63 5.02
H -1.14 1.50 -6.31
H 0.07 0.49 2.75
H -3.67 -3.29 4.72
H 0.70 -3.71 5.25
O 0.54 -0.20 -3.74
H 5.29 -4.65 9.37
C -1.77 -1.43 -3.75
C 1.21 5.94 -6.50
O -3.48 -0.88 2.32
H 2.20 6.36 -8.38
H -2.69 -1.57 -4.33
C 2.18 5.58 -7.61
H -2.72 1.58 -1.18
C 5.11 -2.28 5.02
S -4.41 0.16 3.16
H -2.84 1.35 0.58
H 3.69 0.67 -4.51
P -0.44 0.80 -2.86
H 5.56 -2.76 4.14
P 3.39 -2.84 6.94
H 6.12 -6.26 7.81
C -3.87 -2.27 4.38
C -0.97 0.68 -0.27
O -0.45 5.09 -8.94
C 4.79 -4.69 8.40
C 1.55 0.34 -4.58
C -0.82 5.77 -10.14
H -2.06 -3.36 -2.87
H 6.81 -0.97 5.31
C 1.08 -4.06 7.34
H -0.44 1.63 -0.13
C 5.73 -5.32 7.40
C -3.09 -2.05 3.07
H 3.19 5.47 -7.20
H 2.93 0.51 -2.92
H -0.86 0.29 5.50
H -2.56 -2.02 -1.83
H -0.29 5.27 -10.96
H -3.61 -1.57 5.19
H 0.39 -5.35 5.76
H 1.91 4.64 -8.08
H -2.83 1.66 -5.81
H 3.17 -0.91 -3.91
N -1.41 -0.50 5.17
C -1.70 3.50 -5.76

## Properties
Gap between HOMO and LUMO ... 8.5 eV
Strongest force on any atom ... 8.5 eV/A
LUMO level ... -0.8909 eV
SMILES string ... [H]/N=C(\C)C[C@@]1(S)CCCS(=O)(=O)O1.CCOP(=O)(OCC)OCC.CCOP(=O)(OCC)OCC.CCOP(=O)(OCC)OCC
Highest occupied orbital energy ... -9.375 eV
Electronic energy ... -3991.10474 Eh
Net charge ... 0

Atom charges from the Löwdin analysis, given in e for atoms 1 to 6:
1. C -0.080
2. H 0.111
3. O -0.244
4. O -0.221
5. H 0.098
6. H 0.120

---

Question: Among the records above, which one has the highest highest occupied orbital energy?
Answer: C16H23AlBr24F3O5